{"formula": "C26H35Br3GeN5OTi", "method": "ωB97M-V with the def2-TZVPD basis set", "elements": ["Br", "Br", "Br", "Ge", "Ti", "O", "N", "N", "N", "N", "N", "C", "C", "C", "C", "C", "C", "C", "C", "C", "C", "C", "C", "C", "C", "C", "C", "C", "C", "C", "C", "C", "C", "C", "C", "C", "C", "H", "H", "H", "H", "H", "H", "H", "H", "H", "H", "H", "H", "H", "H", "H", "H", "H", "H", "H", "H", "H", "H", "H", "H", "H", "H", "H", "H", "H", "H", "H", "H", "H", "H", "H"], "xyz": [[2.709, -1.506, -1.431], [3.823, 3.013, 1.130], [-5.423, -9.974, -0.814], [-0.040, 1.374, 2.908], [2.231, 0.581, 0.097], [1.900, -0.700, 1.717], [1.357, 2.213, -1.165], [-2.672, -4.775, 0.515], [1.394, 3.989, -2.712], [0.009, -0.330, 0.027], [-1.597, -4.902, 1.107], [-3.296, -6.023, 0.319], [0.869, -1.624, 1.741], [0.857, -2.699, 2.654], [1.499, 5.703, -0.904], [-4.527, -5.959, -0.298], [-0.727, 2.648, 1.728], [1.739, 0.754, 2.204], [1.640, 4.456, -4.087], [-1.371, 0.054, 3.500], [-0.859, -0.089, -0.909], [0.018, -3.762, 2.352], [-0.856, -3.724, 1.271], [-5.198, -7.144, -0.591], [-0.095, -1.484, 0.736], [-3.465, -8.475, 0.454], [-1.907, -1.010, -1.154], [2.648, 5.621, -4.112], [-4.646, -8.372, -0.277], [0.649, 4.927, -1.872], [-0.995, -2.505, 0.428], [4.195, 1.532, -0.151], [-2.796, -7.259, 0.753], [2.310, 1.831, -3.318], [0.431, 2.144, 4.648], [-1.986, -2.242, -0.549], [1.718, 2.731, -2.287], [0.828, 2.848, -0.582], [-0.121, 4.376, -1.326], [3.575, 5.318, -3.626], [2.263, 6.523, -3.617], [1.979, 3.603, -4.651], [-2.729, -3.003, -0.767], [-4.899, -4.987, -0.625], [1.005, 1.351, 5.211], [-1.899, -0.511, 2.734], [2.244, 5.059, -0.379], [-0.963, 2.238, 0.764], [-6.157, -7.110, -1.137], [-0.932, 0.821, -1.511], [0.065, -4.726, 2.826], [-3.159, -9.468, 0.754], [4.595, 2.078, -1.054], [-1.591, 3.125, 2.150], [0.646, 4.767, -4.448], [-2.111, 0.661, 4.033], [-0.934, -0.652, 4.219], [-1.896, -7.283, 1.377], [2.069, 6.413, -1.532], [1.574, -2.736, 3.462], [3.223, 2.199, -3.891], [1.495, 1.605, -4.014], [5.043, 0.986, 0.344], [1.162, 2.917, 4.516], [2.541, 0.811, 2.939], [-2.551, -0.760, -1.983], [-0.415, 2.514, 5.214], [0.128, 3.357, 1.619], [2.513, 0.873, -2.802], [0.899, 6.280, -0.190], [2.851, 5.912, -5.153], [0.123, 5.588, -2.535]], "atomic_forces_ev_per_a": [[-0.11, 0.32, 0.19], [0.08, 0.47, 0.00], [-0.61, -0.51, -0.26], [1.36, -1.91, 1.38], [0.23, 0.13, -0.06], [-0.59, -0.29, 0.55], [0.14, -0.28, 1.00], [0.13, -0.47, -0.03], [0.19, -0.16, 0.37], [0.60, 1.06, -0.36], [0.64, 0.51, 0.23], [-0.68, -0.81, 0.29], [1.07, -0.89, 1.69], [0.56, 1.78, -1.44], [1.25, 0.47, -0.14], [-0.24, -0.48, -0.58], [0.69, 1.30, -0.66], [-0.80, -0.74, -0.46], [-0.25, 0.44, 0.93], [-0.13, -0.08, 0.03], [-1.68, -0.95, 0.11], [-0.77, -0.26, -1.45], [-0.03, 1.64, -0.20], [-0.98, 0.32, -0.83], [0.32, 0.08, -0.70], [0.06, 1.90, -0.07], [-0.04, -0.44, -0.85], [-0.42, -0.09, -0.54], [0.58, 0.39, 0.49], [-0.26, -1.13, 0.50], [-0.37, -1.73, 1.89], [0.75, -0.14, -0.19], [0.06, -1.31, 0.38], [1.05, -0.94, -0.06], [0.88, -0.97, 0.17], [0.65, 0.51, -0.04], [-0.55, 1.02, -1.44], [0.03, 0.22, 0.14], [-0.12, -0.09, -0.06], [0.03, 0.05, -0.04], [0.04, -0.34, -0.05], [0.06, 0.19, -0.39], [0.16, 0.45, -0.12], [-0.06, -0.33, 0.19], [-0.91, 0.63, -0.38], [0.06, -0.03, -0.12], [-0.71, 0.42, -0.24], [-0.17, -0.21, -0.45], [0.64, -0.03, 0.38], [0.91, -0.05, 0.46], [0.08, -0.02, 0.53], [0.44, 0.28, 0.13], [-0.44, -0.76, 0.85], [-0.37, 0.47, 0.07], [0.43, -0.02, -0.30], [0.00, -0.14, 0.01], [-0.06, 0.21, -0.21], [-0.31, 0.04, -0.49], [-0.02, -0.12, 0.69], [0.06, 0.01, -0.08], [-1.21, -0.43, 0.95], [0.22, 0.07, -0.20], [-0.70, 0.44, -0.57], [0.28, 0.74, -0.05], [-0.08, 0.29, -0.01], [-0.41, -0.03, 0.09], [-0.09, -0.01, 0.18], [-0.77, -0.10, -0.06], [0.29, 0.45, -0.49], [0.13, -0.24, -0.13], [0.06, -0.15, 0.26], [-0.27, 0.38, -0.33]], "e_above_lowest_kj_mol": 36.3, "lumo_ev": [-1.049, -1.061], "e_homo_ha": [-0.2622, -0.2820], "fmax_ev_per_a": 2.7, "spin_multiplicity": 2}



{"formula": "C26H35ClF2NO8", "method": "ωB97M-V with the def2-TZVPD basis set", "elements": ["Cl", "F", "F", "O", "O", "O", "O", "O", "O", "O", "O", "N", "C", "C", "C", "C", "C", "C", "C", "C", "C", "C", "C", "C", "C", "C", "C", "C", "C", "C", "C", "C", "C", "C", "C", "C", "C", "C", "H", "H", "H", "H", "H", "H", "H", "H", "H", "H", "H", "H", "H", "H", "H", "H", "H", "H", "H", "H", "H", "H", "H", "H", "H", "H", "H", "H", "H", "H", "H", "H", "H", "H", "H"], "xyz": [[1.897, 5.113, 1.238], [0.260, 6.502, 3.060], [-1.763, 1.685, -0.167], [0.998, -1.651, -0.929], [-2.800, -1.811, -4.584], [0.193, -3.986, -1.677], [4.104, -7.343, -3.362], [5.464, -7.006, -5.526], [-1.946, 0.513, -3.886], [3.090, -3.098, -6.626], [1.772, -3.406, -4.425], [1.295, 4.091, 2.530], [0.209, 1.920, 2.079], [-1.965, 5.831, 3.526], [-0.745, 5.624, 2.640], [4.368, -5.034, -6.232], [-1.358, -3.064, -3.188], [-0.004, 0.967, 3.286], [2.840, -5.398, -3.748], [-0.201, 4.199, 2.769], [-0.936, -1.067, 2.011], [-1.912, -1.857, -3.753], [-1.143, -0.052, 3.138], [0.218, -2.045, 2.284], [-3.920, 1.264, 0.789], [0.140, -1.618, -1.798], [-2.824, 2.292, 0.527], [4.623, -6.147, -5.345], [1.570, 2.623, 2.214], [-0.397, -0.411, -2.375], [-0.731, 3.131, 1.805], [3.792, -6.283, -4.081], [-2.261, 3.021, 1.772], [-1.365, -0.517, -3.296], [-0.388, -2.956, -2.269], [-0.080, 1.645, 4.654], [3.414, -4.154, -5.898], [2.600, -4.281, -4.626], [2.238, -5.491, -2.855], [0.794, 2.265, 4.890], [-2.603, 0.129, -4.505], [-0.122, 0.877, 5.430], [-2.645, 4.043, 1.712], [-1.640, 6.281, 4.465], [1.827, 4.392, 3.344], [0.281, 1.298, 1.188], [2.372, -2.645, -6.142], [-2.462, 4.889, 3.760], [-1.734, -4.016, -3.533], [-0.457, 3.505, 0.807], [0.851, -3.607, -1.062], [-1.871, -1.620, 1.885], [-2.660, 2.611, 2.702], [4.955, -4.948, -7.135], [-1.182, -0.616, 4.078], [-0.760, -0.556, 1.065], [-0.009, 0.540, -2.042], [-2.110, 0.443, 3.053], [1.077, -1.835, 1.647], [-0.322, 3.902, 3.811], [2.209, 2.225, 3.003], [-0.085, -3.073, 2.084], [4.826, -7.797, -3.843], [-2.693, 6.489, 3.054], [-0.974, 5.846, 1.593], [-3.204, 3.052, -0.159], [-3.683, 0.348, 0.250], [0.539, -2.012, 3.330], [-4.036, 1.025, 1.845], [-4.878, 1.621, 0.411], [0.910, 0.355, 3.282], [-0.988, 2.242, 4.771], [2.129, 2.605, 1.284]], "atomic_forces_ev_per_a": [[-0.09, -0.13, 0.02], [-0.12, -0.07, 0.03], [0.04, -0.14, 0.11], [0.04, 0.05, 0.04], [-0.02, 0.01, -0.03], [-0.07, -0.09, 0.00], [-0.06, 0.00, 0.09], [0.03, -0.05, 0.00], [0.07, 0.04, 0.07], [0.07, 0.00, -0.08], [-0.01, 0.12, -0.02], [0.18, 0.09, -0.20], [-0.07, 0.02, 0.21], [-0.06, -0.02, -0.01], [-0.10, -0.14, -0.05], [0.06, -0.03, -0.05], [-0.09, -0.05, -0.02], [0.01, -0.07, -0.05], [-0.07, 0.03, 0.06], [-0.14, 0.18, 0.03], [-0.14, -0.02, 0.07], [0.05, -0.09, 0.00], [0.18, -0.06, -0.05], [-0.01, -0.03, -0.01], [0.04, 0.04, -0.05], [-0.04, 0.05, -0.04], [-0.02, 0.16, 0.04], [-0.02, 0.08, -0.06], [0.19, -0.23, -0.14], [0.09, 0.04, 0.08], [0.02, 0.10, -0.16], [0.02, 0.00, -0.02], [0.00, -0.02, 0.11], [-0.08, 0.04, -0.04], [0.03, -0.04, -0.02], [-0.06, -0.11, 0.11], [-0.02, 0.01, 0.02], [-0.01, -0.10, 0.08], [0.00, -0.02, 0.00], [-0.09, 0.03, -0.06], [-0.02, -0.06, -0.02], [0.04, 0.04, -0.04], [-0.03, -0.07, 0.07], [0.00, -0.03, -0.03], [-0.11, 0.11, 0.06], [-0.23, 0.05, -0.03], [-0.04, 0.00, 0.05], [0.01, 0.05, -0.02], [0.01, -0.01, 0.02], [0.05, -0.09, 0.02], [0.03, 0.05, 0.01], [0.06, 0.03, 0.01], [0.07, -0.17, -0.04], [-0.01, 0.02, 0.00], [-0.06, 0.08, -0.03], [-0.09, 0.04, -0.11], [-0.01, 0.04, -0.01], [-0.08, 0.13, -0.10], [0.04, 0.00, 0.09], [0.15, -0.09, -0.04], [-0.12, 0.07, 0.02], [0.04, 0.04, -0.03], [0.03, 0.00, -0.05], [0.06, 0.03, 0.06], [0.21, 0.08, 0.04], [0.10, -0.07, -0.06], [0.02, 0.02, 0.01], [-0.02, 0.01, -0.06], [0.05, -0.02, 0.02], [0.03, -0.01, 0.08], [0.00, 0.10, 0.06], [0.03, -0.01, 0.00], [0.01, 0.05, 0.04]], "e_above_lowest_kj_mol": 0.0, "lumo_ev": -3.972, "e_homo_ha": -0.4061, "fmax_ev_per_a": 0.3, "total_charge": 1}